{"formula": "C64H156O20", "method": "the ωB97M-V functional and the def2-TZVPD basis", "homo_energy_ev": -9.28, "orbital_gap_ev": 9.91, "e_above_lowest_kcal_mol": 64.64, "e_tot_ha": -4036.27938, "charge": 0, "species": ["C", "C", "C", "C", "C", "C", "H", "H", "H", "H", "H", "H", "H", "H", "H", "H", "H", "H", "H", "H", "C", "C", "C", "C", "C", "C", "H", "H", "H", "H", "H", "H", "H", "H", "H", "H", "H", "H", "H", "H", "C", "C", "C", "C", "C", "C", "H", "H", "H", "H", "H", "H", "H", "H", "H", "H", "H", "H", "H", "H", "C", "C", "C", "C", "C", "C", "H", "H", "H", "H", "H", "H", "H", "H", "H", "H", "H", "H", "H", "H", "C", "O", "C", "C", "O", "C", "H", "H", "H", "H", "H", "H", "H", "H", "H", "H", "C", "O", "C", "C", "O", "C", "H", "H", "H", "H", "H", "H", "H", "H", "H", "H", "C", "O", "C", "C", "O", "C", "H", "H", "H", "H", "H", "H", "H", "H", "H", "H", "C", "O", "C", "C", "O", "C", "H", "H", "H", "H", "H", "H", "H", "H", "H", "H", "C", "O", "C", "C", "O", "C", "H", "H", "H", "H", "H", "H", "H", "H", "H", "H", "C", "O", "C", "C", "O", "C", "H", "H", "H", "H", "H", "H", "H", "H", "H", "H", "C", "O", "C", "C", "O", "C", "H", "H", "H", "H", "H", "H", "H", "H", "H", "H", "C", "O", "C", "C", "O", "C", "H", "H", "H", "H", "H", "H", "H", "H", "H", "H", "C", "O", "C", "C", "O", "C", "H", "H", "H", "H", "H", "H", "H", "H", "H", "H", "C", "O", "C", "C", "O", "C", "H", "H", "H", "H", "H", "H", "H", "H", "H", "H"], "coordinates": [[4.59892, -2.73810, -1.55002], [4.87703, -1.63580, -0.55752], [5.23179, -0.30402, -1.29810], [5.24436, 0.91824, -0.28795], [3.84236, 1.24534, 0.32136], [3.75979, 2.61289, 0.99292], [5.51164, -2.97141, -2.13680], [3.78538, -2.43717, -2.20295], [4.38671, -3.59399, -0.97656], [3.95180, -1.53439, 0.02741], [5.68938, -1.87461, 0.09941], [4.45946, -0.09153, -2.00599], [6.19778, -0.39699, -1.81335], [6.01648, 0.78168, 0.50789], [5.57195, 1.80087, -0.82105], [3.08785, 1.05516, -0.41644], [3.70334, 0.47185, 1.03740], [3.66572, 3.42982, 0.25661], [2.85947, 2.66133, 1.59624], [4.62800, 2.81475, 1.64784], [2.42282, 1.43977, -5.33917], [3.59212, 0.75263, -4.59007], [3.63545, -0.76072, -4.94408], [2.32739, -1.44649, -4.68526], [2.47642, -2.92597, -5.06090], [1.20428, -3.71891, -4.78498], [2.49015, 2.55829, -5.10344], [1.38554, 1.29480, -5.06159], [2.54200, 1.26010, -6.42916], [4.55244, 1.25231, -5.01249], [3.64759, 0.84765, -3.49384], [4.42366, -1.21993, -4.27391], [3.83961, -0.97251, -5.99583], [2.15401, -1.42618, -3.61173], [1.45804, -0.98225, -5.18169], [2.65462, -3.00003, -6.10938], [3.34394, -3.30794, -4.52483], [1.02460, -3.81591, -3.69829], [0.34014, -3.35997, -5.27880], [1.30013, -4.76362, -5.08449], [0.81247, -0.35787, -1.60442], [0.07737, 0.23766, -0.36496], [-0.79089, -0.73056, 0.44695], [0.05855, -1.81432, 1.08566], [-0.62162, -2.42036, 2.28064], [0.18102, -3.65716, 2.79499], [1.57631, -1.14018, -1.36053], [1.31331, 0.45812, -2.17302], [0.08081, -0.78773, -2.27354], [0.81450, 0.62470, 0.37799], [-0.53075, 1.09534, -0.66945], [-1.66571, -1.11270, -0.10617], [-1.18156, -0.11032, 1.20771], [0.26189, -2.68441, 0.44842], [1.03881, -1.46625, 1.38994], [-0.79728, -1.70757, 3.08901], [-1.61392, -2.72846, 1.90021], [0.45068, -4.36139, 1.99449], [1.15168, -3.34377, 3.21195], [-0.45217, -4.16031, 3.45398], [-1.75391, 4.10940, -0.04487], [-2.29661, 5.57032, -0.08270], [-3.65129, 5.74183, -0.81136], [-3.73804, 5.15663, -2.19158], [-5.09056, 5.38452, -2.92641], [-5.17014, 4.77889, -4.33443], [-1.54070, 3.70629, -1.04621], [-2.41639, 3.35657, 0.43777], [-0.87713, 3.94983, 0.60158], [-2.33070, 5.96815, 0.94641], [-1.52894, 6.22634, -0.49697], [-3.87749, 6.79655, -0.90349], [-4.37451, 5.25728, -0.14052], [-2.94051, 5.61523, -2.76839], [-3.49836, 4.14445, -2.15190], [-5.86293, 4.91098, -2.24687], [-5.27600, 6.44112, -2.89728], [-4.98982, 3.72368, -4.28420], [-6.19992, 4.95055, -4.65966], [-4.56978, 5.22966, -5.11231], [-4.45152, -0.83011, 1.86467], [-4.74700, -0.69211, 0.54311], [-4.42265, 0.53199, -0.03534], [-5.63415, 1.51803, -0.00198], [-6.14034, 1.75360, 1.30747], [-6.99797, 2.87457, 1.40372], [-3.88670, 0.03863, 2.30421], [-3.85548, -1.74811, 2.02830], [-5.32019, -0.93439, 2.53455], [-4.03856, 0.32774, -1.02897], [-3.55533, 0.95186, 0.51911], [-6.39534, 1.15144, -0.72482], [-5.32746, 2.46601, -0.50627], [-6.45107, 3.79539, 1.27311], [-7.42232, 2.94371, 2.46768], [-7.81974, 2.73591, 0.70335], [-0.76315, 3.36743, -6.23340], [-0.92735, 2.42523, -5.08362], [-2.13729, 2.53073, -4.35231], [-2.10819, 1.42444, -3.29462], [-2.92915, 0.30634, -3.57822], [-2.55567, -0.30060, -4.81426], [-1.66384, 3.92468, -6.50745], [-0.32156, 2.78927, -7.04176], [-0.02202, 4.16844, -5.98035], [-2.94513, 2.51856, -5.11787], [-2.19992, 3.54034, -3.80048], [-2.40915, 1.72642, -2.29302], [-1.04229, 1.13326, -3.19337], [-1.47016, -0.60382, -4.76473], [-2.76267, 0.32912, -5.66875], [-3.15161, -1.20980, -4.85551], [-3.74526, -5.46973, 1.68320], [-3.93498, -5.26670, 0.33100], [-4.30186, -4.00480, -0.08149], [-4.41256, -3.95567, -1.58621], [-3.23763, -4.29921, -2.24841], [-2.33672, -3.24034, -2.33381], [-3.45190, -6.51266, 1.87372], [-4.56126, -5.07979, 2.37250], [-2.81132, -4.99136, 1.99927], [-3.53382, -3.27793, 0.37923], [-5.27939, -3.66295, 0.38057], [-4.71769, -2.90761, -1.81667], [-5.18190, -4.62507, -1.92816], [-1.89986, -2.83429, -1.46639], [-2.68217, -2.37702, -2.99486], [-1.47161, -3.67360, -2.85294], [-3.23149, -1.41880, 4.62530], [-3.19813, -0.01249, 4.57425], [-4.41384, 0.63132, 4.95518], [-4.28939, 2.12274, 5.07345], [-4.10392, 2.79258, 3.89770], [-3.95954, 4.14598, 4.11651], [-2.74117, -1.87011, 5.52065], [-2.63000, -1.75563, 3.78648], [-4.24683, -1.82145, 4.49504], [-4.74102, 0.17165, 5.94756], [-5.19152, 0.49926, 4.15331], [-3.42739, 2.23532, 5.78229], [-5.16323, 2.47924, 5.64193], [-3.44150, 4.53801, 3.28363], [-3.25846, 4.39762, 4.96041], [-4.87247, 4.60772, 4.40575], [0.94264, -3.11079, 6.44810], [-0.39327, -3.45033, 6.40751], [-0.61301, -4.43968, 7.40778], [-1.92824, -5.01309, 7.19745], [-1.84777, -6.02947, 6.15646], [-2.82326, -5.94657, 5.17635], [1.22370, -2.58633, 7.36687], [1.15084, -2.55647, 5.48209], [1.59877, -4.04516, 6.34248], [-0.48589, -4.05284, 8.35705], [0.07036, -5.30194, 7.25005], [-2.68407, -4.21698, 6.99417], [-2.35507, -5.54249, 8.05750], [-3.85788, -6.10543, 5.52056], [-2.65603, -6.67399, 4.41885], [-2.90223, -4.91288, 4.78168], [4.47577, -3.75501, 2.53976], [4.53276, -4.72920, 1.54915], [3.62388, -5.82686, 1.89289], [3.74790, -6.79306, 0.77813], [5.05830, -7.28958, 0.58046], [5.80401, -6.85848, -0.50740], [3.53350, -3.21168, 2.69807], [5.22855, -2.97826, 2.37964], [4.72305, -4.14048, 3.54017], [2.62630, -5.45246, 1.90245], [3.85105, -6.25002, 2.88371], [3.35302, -6.24879, -0.10321], [3.01534, -7.58704, 0.91229], [6.92069, -6.87088, -0.27408], [5.56366, -5.85607, -0.76773], [5.57777, -7.46796, -1.36920], [1.93363, 7.29037, -6.32426], [1.09268, 6.52788, -5.51257], [1.76424, 5.53367, -4.78571], [0.90117, 5.08548, -3.63457], [1.76283, 4.13595, -3.01374], [1.27792, 3.36831, -1.93636], [2.49010, 7.89278, -5.62964], [1.31473, 7.97539, -6.92447], [2.55005, 6.59351, -6.94903], [2.73253, 5.92250, -4.30283], [1.95990, 4.65246, -5.30772], [-0.05680, 4.68311, -3.93033], [0.66765, 5.89378, -2.98224], [2.14187, 2.81242, -1.49385], [0.40134, 2.76595, -2.18831], [1.02804, 4.06100, -1.08649], [1.30439, 4.20763, 3.68999], [-0.03996, 3.90665, 4.14482], [-0.62060, 2.78711, 3.55217], [-0.11010, 1.41599, 3.98608], [1.20829, 1.28412, 3.58526], [1.88186, 0.05551, 3.92797], [1.45386, 4.10554, 2.58795], [2.06322, 3.64649, 4.30614], [1.47070, 5.25595, 3.91390], [-0.44836, 2.87957, 2.48055], [-1.71021, 2.86506, 3.74254], [-0.82128, 0.58922, 3.64286], [-0.12028, 1.54231, 5.10927], [1.48004, -0.91109, 3.54639], [1.85605, 0.03823, 5.00877], [2.91152, 0.32475, 3.63536], [5.50897, 4.09358, -2.35626], [5.38334, 4.74068, -1.14554], [4.56286, 5.86987, -1.25800], [4.90994, 6.85530, -0.23283], [4.31694, 8.05968, -0.62725], [4.24583, 9.00730, 0.37384], [6.02805, 3.17476, -2.12319], [6.10746, 4.67921, -3.06759], [4.57446, 3.86534, -2.89023], [3.51555, 5.51792, -1.08879], [4.61953, 6.35645, -2.23375], [5.95343, 6.95326, -0.10168], [4.44453, 6.50852, 0.68948], [5.20592, 9.04864, 0.92483], [3.34588, 8.83563, 1.02704], [4.07784, 9.99058, -0.05686], [0.50824, -5.51161, -1.32235], [0.45874, -5.82242, 0.05287], [-0.56487, -6.71811, 0.31123], [-0.72816, -6.91606, 1.81734], [0.40100, -7.59555, 2.31192], [0.55816, -7.67597, 3.69889], [-0.45709, -5.21058, -1.72933], [0.93875, -6.33612, -1.93275], [1.20253, -4.63382, -1.41555], [-0.55363, -7.67086, -0.19083], [-1.53046, -6.26843, 0.01712], [-1.68599, -7.38823, 1.95194], [-0.72094, -5.93148, 2.18450], [0.27605, -6.75728, 4.24845], [1.60807, -7.85583, 3.91151], [-0.02627, -8.43992, 4.21892]], "lowdin_charge": [-0.10, -0.25, -0.17, -0.17, -0.25, -0.08, 0.09, 0.05, 0.03, 0.10, 0.10, 0.05, 0.12, 0.12, 0.06, 0.07, 0.07, 0.05, 0.04, 0.09, -0.11, -0.24, -0.24, -0.25, -0.25, -0.10, 0.07, 0.04, 0.09, 0.13, 0.07, 0.11, 0.11, 0.08, 0.12, 0.10, 0.10, 0.05, 0.05, 0.07, -0.09, -0.23, -0.20, -0.22, -0.24, -0.07, 0.08, 0.06, 0.06, 0.11, 0.08, 0.11, 0.08, 0.11, 0.10, 0.08, 0.09, 0.05, 0.06, 0.04, -0.10, -0.23, -0.22, -0.25, -0.23, -0.10, 0.04, 0.07, 0.05, 0.10, 0.10, 0.11, 0.10, 0.11, 0.05, 0.12, 0.09, 0.05, 0.07, 0.07, -0.15, -0.16, -0.18, -0.18, -0.19, -0.11, 0.10, 0.06, 0.09, 0.11, 0.12, 0.13, 0.11, 0.07, 0.11, 0.08, -0.03, -0.23, -0.21, -0.20, -0.20, -0.09, 0.09, 0.08, 0.06, 0.12, 0.11, 0.10, 0.11, 0.11, 0.08, 0.08, -0.13, -0.17, -0.23, -0.20, -0.15, -0.11, 0.08, 0.12, 0.07, 0.12, 0.14, 0.14, 0.13, 0.05, 0.10, 0.08, -0.12, -0.21, -0.20, -0.27, -0.17, -0.12, 0.09, 0.04, 0.09, 0.15, 0.12, 0.14, 0.13, 0.07, 0.11, 0.08, -0.14, -0.18, -0.22, -0.18, -0.18, -0.14, 0.09, 0.08, 0.11, 0.11, 0.14, 0.13, 0.13, 0.09, 0.07, 0.09, -0.15, -0.17, -0.17, -0.20, -0.16, -0.12, 0.07, 0.08, 0.09, 0.10, 0.13, 0.13, 0.13, 0.11, 0.05, 0.08, -0.11, -0.19, -0.23, -0.18, -0.21, -0.09, 0.08, 0.09, 0.11, 0.16, 0.08, 0.10, 0.12, 0.08, 0.07, 0.09, -0.08, -0.18, -0.22, -0.22, -0.22, -0.06, 0.08, 0.10, 0.07, 0.10, 0.11, 0.13, 0.15, 0.07, 0.08, 0.10, -0.13, -0.17, -0.23, -0.22, -0.18, -0.13, 0.07, 0.10, 0.09, 0.13, 0.13, 0.12, 0.13, 0.10, 0.10, 0.08, -0.10, -0.18, -0.21, -0.21, -0.16, -0.11, 0.07, 0.10, 0.09, 0.13, 0.12, 0.11, 0.07, 0.08, 0.08, 0.09]}